Entry 1:
Molecular formula: C20H21N3O3
Method: DFT, ωB97M-V/def2-TZVPD

The calculation puts the relative energy (zero: lowest compared OMol25 entry of this formula, charge and spin) at 2.026 eV. As for the highest occupied orbital energy: -0.3275 hartree. The total energy comes out at -31694.6415 eV. The LUMO energy comes out at 0.00814 Eh. The SMILES is O=C(Cn1ncc2c(=O)oc3ccccc3c21)NCCC1=CCCCC1.

Last column: Löwdin charge in e.
Element x y z (Å)
O 1.0572 2.6432 2.5698  0.063
C 1.4439 2.1955 1.5131  -0.486
C 2.6130 1.1946 1.4195  -0.024
N 2.2484 0.0628 0.6162  -0.087
N 2.7298 -0.0070 -0.6342  0.100
C 2.2498 -1.0993 -1.1806  -0.056
C 1.4136 -1.7685 -0.2686  -0.064
C 0.6797 -3.0091 -0.3525  -0.420
O 0.6277 -3.7577 -1.2930  0.130
O -0.0131 -3.3335 0.7859  0.126
C -0.0542 -2.5551 1.8985  -0.179
C -0.8438 -3.0283 2.9436  0.009
C -0.9608 -2.2981 4.1071  -0.067
C -0.3013 -1.0822 4.2366  -0.071
C 0.4873 -0.6021 3.2130  -0.005
C 0.6382 -1.3331 2.0307  -0.061
C 1.4227 -0.9715 0.8846  -0.082
N 0.9340 2.4964 0.3099  0.082
C -0.3343 3.1689 0.1454  -0.168
C -1.4442 2.1549 -0.1466  -0.127
C -1.2152 1.2847 -1.3612  -0.244
C -0.4638 1.6390 -2.3955  -0.064
C -0.2882 0.8097 -3.6307  -0.188
C -1.3989 -0.2260 -3.7631  -0.195
C -1.5402 -0.9760 -2.4456  -0.186
C -1.9716 -0.0174 -1.3384  -0.147
H 3.4606 1.6754 0.9245  0.137
H 2.9102 0.8842 2.4235  0.134
H 2.5059 -1.3821 -2.1807  0.122
H -1.3550 -3.9683 2.8110  0.124
H -1.5740 -2.6701 4.9133  0.108
H -0.4073 -0.5032 5.1405  0.108
H 0.9653 0.3555 3.3283  0.089
H 1.2865 2.0135 -0.5056  0.114
H -0.5460 3.6884 1.0821  0.122
H -0.2512 3.9049 -0.6570  0.117
H -2.3866 2.6963 -0.2720  0.125
H -1.5572 1.5118 0.7311  0.117
H 0.0634 2.5834 -2.4030  0.105
H 0.6838 0.3062 -3.5883  0.106
H -0.2721 1.4653 -4.5050  0.110
H -2.3395 0.2764 -3.9995  0.118
H -1.1709 -0.9210 -4.5722  0.110
H -0.5802 -1.4286 -2.1940  0.091
H -2.2698 -1.7820 -2.5381  0.116
H -3.0393 0.2062 -1.4402  0.126
H -1.8424 -0.4970 -0.3628  0.111



Entry 2:
Molecular formula: C20H21N3O4
Method: DFT, ωB97M-V/def2-TZVPD

The calculation puts the relative energy (zero: lowest compared OMol25 entry of this formula, charge and spin) at 7.908 eV. As for the highest occupied orbital energy: -0.2937 hartree. The total energy comes out at -33735.4604 eV. The LUMO energy comes out at 0.01718 Eh.

Last column: Löwdin charge in e.
Element x y z (Å)
C -0.4408 -0.5024 3.1968  -0.314
C 0.2215 -1.0076 1.9178  -0.370
C -0.4404 1.0811 3.3627  -0.114
C -0.9032 1.8244 2.1530  -0.222
C 0.0233 2.6702 1.4328  -0.041
C -2.2333 2.0961 1.6866  -0.148
C -2.1119 3.0285 0.6607  -0.253
C -3.5054 1.4051 1.8825  -0.025
C -3.2291 3.3765 -0.1506  -0.016
C -4.6087 1.7824 1.1326  -0.136
C -4.4249 2.7150 0.1540  -0.141
C 0.2176 -0.8103 -0.4445  -0.210
C -0.6469 -0.4224 -1.6128  -0.426
C 0.8514 -2.2411 -1.0096  -0.047
C 2.1796 -2.0286 -1.7943  -0.222
C 3.4563 -1.6483 -1.3969  -0.045
C 1.9510 -2.2042 -3.1899  -0.084
C 4.3742 -1.5102 -2.4125  -0.079
C 2.8754 -2.0272 -4.1589  -0.023
C 4.2144 -1.8080 -3.7207  -0.291
H -0.4279 -2.0683 4.8013  0.161
H 1.3997 -1.6282 3.8243  0.203
H -1.5556 -0.8867 3.2446  0.153
H -1.3011 1.4294 4.0105  0.138
H 0.4379 1.5057 3.7674  0.096
H 1.2300 2.5839 1.5201  0.178
H -0.5384 4.3898 0.1813  0.216
H -3.6823 0.4990 2.6004  0.131
H -3.1369 3.9319 -1.2017  0.151
H -5.5581 1.2143 1.3825  0.125
H -5.2786 2.7851 -0.4935  0.093
H -1.4011 -0.7900 0.9219  0.135
H 1.1138 -0.2490 -0.5167  0.150
H 0.1858 -2.8357 -1.7860  0.138
H 1.1371 -2.7231 -0.0760  0.093
H 3.7165 -1.6554 -0.2065  0.172
H 0.9433 -2.6816 -3.4952  0.132
H 5.4701 -1.2803 -2.1442  0.146
H 2.5507 -2.2707 -5.1662  0.113
H 5.0241 -1.7310 -5.5034  0.087
H -1.9635 0.8146 -2.1250  0.099
N 0.3223 -1.0684 4.4447  -0.072
N -0.7581 3.3440 0.5248  0.021
N -0.4525 -1.0154 0.7257  0.112
O 1.4360 -1.3954 1.7915  -0.019
O -0.5967 -0.7929 -2.7588  0.115
O 5.3190 -1.8464 -4.6026  0.027
O -1.4556 0.6523 -1.3538  0.114



| no. | HOMO-LUMO gap (eV) |
| --- | --- |
| 1 | 9.13 |
| 2 | 8.46 |